Record 1
33
Properties=species:S:1:pos:R:3:forces:R:3 method="wB97M-V/def2-TZVPD" spin_multiplicity=1 charge=+1 max_force_ha_per_bohr=0.0833 energy_ev=-64972.632 homo_energy_ev=-11.96 homo_lumo_gap_ev=7.456 relative_energy_ev=1.519 lumo_energy_ev=-4.5
K 6.59312 0.07533 -3.84041 -0.3564 0.0811 0.2755
K 5.00313 -5.65250 -1.63259 -0.3188 0.3718 0.2508
B 3.53095 -1.59072 -0.86646 -2.7202 0.3992 0.2879
F 4.15798 -0.35785 -0.80088 0.9348 0.1249 -0.2821
F 2.17870 -1.43649 -0.47754 -0.0260 0.2851 -0.1237
F 3.47928 -2.05334 -2.21090 1.0313 -0.3512 -0.3786
F 4.03794 -2.54025 -0.00250 1.3746 -0.8510 -0.0644
C -2.07984 -0.97003 -2.95171 -0.5983 0.2953 0.9447
C -1.61641 0.47396 -2.55584 0.9703 -2.5386 -0.8728
C -0.21570 0.66120 -3.15656 0.3252 0.5968 -0.9125
O -0.39073 1.83835 -3.95629 1.0105 0.8027 0.0207
C -1.66558 2.15579 -4.08550 -1.8623 2.1844 -2.6679
O -2.09835 3.01765 -4.87336 1.2557 -2.8305 2.9253
O -2.41810 1.33160 -3.31181 -0.6226 1.5677 -0.4895
H -1.84347 -1.19699 -3.99129 0.2992 0.2847 0.0433
H -3.16457 -1.06447 -2.90133 -0.0674 0.2313 0.2460
H -1.68450 -1.76396 -2.31808 0.2926 0.1678 0.0576
H -1.60325 0.75591 -1.50302 -0.4805 -0.2985 0.0174
H 0.04858 -0.07971 -3.91109 -0.0837 -0.5124 0.4360
H 0.64784 0.81069 -2.50845 -0.3790 -0.0016 0.3105
C -0.13587 1.86527 4.21612 1.0134 1.9053 -0.8735
C -1.07263 0.99372 3.43907 1.4641 1.1219 -0.7707
C -0.47733 -0.35577 3.22108 0.3488 -2.0480 -0.1257
O -0.90820 -1.05515 4.37436 -1.5100 -0.0881 2.4595
C -1.96371 -0.38787 4.95550 -1.8423 -0.0286 1.0858
O -2.73862 -0.74265 5.83800 2.7448 0.4962 -2.4220
O -2.08633 0.83565 4.32509 -2.8530 -2.4562 2.0403
H 0.10118 1.56024 5.23537 -0.2820 -0.5315 -0.1683
H -0.65803 2.81995 4.27954 0.2639 0.2052 0.2808
H 0.80468 2.04304 3.69471 0.0936 0.0489 -0.0752
H -1.54109 1.46471 2.57489 0.6743 0.0772 -0.3075
H 0.61098 -0.41044 3.24723 -0.0286 0.4340 -0.2690
H -0.83207 -1.04487 2.45467 -0.0658 0.8549 -0.8788

---

Record 2
45
Properties=species:S:1:pos:R:3:forces:R:3 method="wB97M-V/def2-TZVPD" spin_multiplicity=1 charge=+1 max_force_ha_per_bohr=0.0039 energy_ev=-151588.217 homo_energy_ev=-11.29 homo_lumo_gap_ev=7.558 relative_energy_ev=0.183 lumo_energy_ev=-3.7
Cu 1.15770 -0.17051 -0.05307 -0.1215 -0.0452 -0.0594
Br 6.09863 -0.09460 -5.44306 0.0085 0.0007 -0.0141
C 5.20470 -0.09448 -3.78698 0.0123 0.0002 -0.0004
C 3.82114 -0.07124 -3.75314 -0.0044 0.0053 -0.0066
C 3.17785 -0.07445 -2.52750 -0.0860 0.0082 0.0271
C 3.89943 -0.09548 -1.34186 -0.0163 0.0136 -0.0024
C 5.29085 -0.12555 -1.39196 0.0644 -0.0094 0.0431
C 5.94282 -0.12397 -2.61128 -0.0100 0.0001 0.0246
N 3.14174 -0.09338 -0.13234 -0.0276 -0.0316 -0.1324
C 3.68813 -0.01051 1.01200 0.0976 0.0138 0.1307
C 2.87575 -0.03713 2.24306 -0.0283 -0.0031 -0.0555
C 3.48634 -0.00942 3.48350 0.0727 0.0071 0.0092
C 2.69142 -0.06702 4.61972 0.0342 0.0039 0.0289
C 1.32126 -0.15087 4.46791 -0.0176 0.0045 0.0277
C 0.79095 -0.16578 3.18358 0.0169 0.0068 -0.0827
N 1.54434 -0.10668 2.09107 0.1244 -0.0181 0.1582
H 3.25531 -0.05297 -4.67359 -0.0120 -0.0021 0.0116
H 2.09471 -0.06031 -2.47692 0.0049 -0.0017 -0.0390
H 5.89194 -0.16109 -0.49339 -0.0055 -0.0052 -0.0221
H 7.02256 -0.14963 -2.65182 -0.0054 -0.0020 0.0056
H 4.76496 0.07444 1.13741 -0.0171 0.0062 0.0267
H 4.56470 0.05102 3.55421 -0.0178 -0.0023 0.0156
H 3.13955 -0.04936 5.60389 -0.0042 -0.0024 -0.0032
H 0.66403 -0.20328 5.32439 -0.0029 -0.0004 -0.0148
H -0.27868 -0.22707 3.02713 0.0021 -0.0003 -0.0049
C -7.30051 -1.10443 -0.94050 0.0205 0.0094 0.0145
C -5.89139 -0.68779 -0.62420 -0.0071 -0.0022 0.0169
C -4.92049 -0.62758 -1.62360 -0.0116 -0.0077 -0.0169
C -3.61697 -0.25906 -1.33819 -0.0092 -0.0103 -0.0557
C -3.28585 0.04836 -0.02853 -0.0350 -0.0663 0.0779
C -4.22351 -0.02131 0.99331 -0.0487 -0.0129 -0.0359
C -5.52556 -0.37758 0.68558 -0.0121 -0.0097 -0.0388
S -1.65563 0.55064 0.41136 0.0065 0.0431 0.0689
C -1.70678 2.23566 -0.18332 0.0106 0.0011 -0.0579
O -0.71528 -0.16225 -0.55921 0.0064 0.0499 -0.0641
H -7.47927 -1.12073 -2.01390 0.0040 0.0032 0.0042
H -8.02009 -0.42670 -0.48107 0.0045 -0.0015 -0.0035
H -7.49938 -2.10450 -0.55088 0.0077 0.0047 -0.0035
H -5.19105 -0.87474 -2.64274 -0.0028 0.0008 0.0134
H -2.86506 -0.22981 -2.11710 0.0010 0.0038 0.0282
H -3.94098 0.19834 2.01645 -0.0037 0.0002 -0.0177
H -6.26774 -0.42863 1.47280 0.0111 -0.0005 -0.0023
H -1.87454 2.20300 -1.25942 -0.0126 0.0420 0.0147
H -0.75185 2.70454 0.04942 -0.0085 -0.0025 -0.0084
H -2.52020 2.75387 0.32281 0.0177 0.0090 -0.0052

---

Record 3
11
Properties=species:S:1:pos:R:3:forces:R:3 method="wB97M-V/def2-TZVPD" spin_multiplicity=1 charge=0 max_force_ha_per_bohr=0.0903 energy_ev=-77221.287 homo_energy_ev="-8.97 / -8.57" homo_lumo_gap_ev="6.422 / 5.340" relative_energy_ev=3.278 lumo_energy_ev="-2.5 / -3.2"
C -1.22125 0.92507 -0.35808 -0.4205 3.5393 -0.4926
C 0.21192 1.10490 0.24035 0.2239 1.9689 -4.2009
N -1.40652 -1.28501 0.31382 1.0275 2.3092 -3.4290
N -1.22728 -0.39051 -0.59798 0.2232 -4.0406 1.0710
O -1.96480 1.76870 -0.77348 0.6876 -0.3730 0.6017
Br -4.30733 -0.50253 0.27850 0.6718 -0.2766 0.2094
H 0.13593 0.76962 1.18626 0.1450 -1.2144 3.4021
H 0.89332 0.43682 -0.40083 -0.6258 1.4584 1.2230
H 0.41154 2.22678 0.20744 0.0504 -1.6445 -0.1038
H -0.98106 -2.09128 -0.09348 -0.5285 -1.5779 0.5796
H -2.33984 -1.17037 0.76914 -1.4546 -0.1487 1.1395

---

Record 4
67
Properties=species:S:1:pos:R:3:forces:R:3 method="wB97M-V/def2-TZVPD" spin_multiplicity=1 charge=+1 max_force_ha_per_bohr=0.0374 energy_ev=-33455.692 homo_energy_ev=-11.83 homo_lumo_gap_ev=9.726 relative_energy_ev=0.564 lumo_energy_ev=-2.1
Na 0.82685 -0.10166 -0.48265 -0.0817 -0.2148 0.4156
C -0.00076 -1.28977 -4.95101 -0.4419 -0.4980 -0.3868
C -0.02345 -1.55677 -3.46030 0.1360 -0.1754 0.1541
C 0.48435 -2.95306 -3.12851 -0.1238 -0.0177 -0.2874
O 0.87732 -0.64214 -2.78168 -0.2794 0.5459 -0.0253
H -0.73441 -1.93434 -5.44726 0.1994 -0.2093 0.1274
H 0.98371 -1.52851 -5.35309 0.0023 0.1902 -0.1059
H -0.33338 -0.29842 -5.26878 0.3456 0.2381 0.3976
H -1.03656 -1.40352 -3.07361 0.0707 0.0031 0.0593
H 0.36630 -3.24433 -2.08497 -0.0320 0.2721 0.0909
H 1.54385 -2.99283 -3.38409 0.0050 -0.1025 -0.0094
H -0.04338 -3.69911 -3.72530 0.0269 0.0522 -0.0153
H 0.72924 0.21701 -3.20383 0.1781 -0.1249 0.0593
C 3.82008 1.14113 -0.40527 -0.0858 -1.4630 0.3605
C 3.29360 2.05544 0.67143 -0.1647 0.2588 -0.4231
C 3.20839 3.51293 0.23039 0.1015 0.0952 0.3368
O 1.96351 1.59546 1.04162 0.5043 0.0527 0.0438
H 3.13993 0.96286 -1.24496 0.0763 0.6692 -0.1921
H 3.93382 0.13025 0.01260 0.0541 0.1805 0.1400
H 4.81661 1.41156 -0.74372 -0.1339 0.3040 -0.2035
H 3.95490 1.96234 1.53822 -0.0821 -0.0060 0.0257
H 3.29498 4.18668 1.08652 -0.0542 -0.0153 -0.0336
H 2.23866 3.69722 -0.23116 0.0716 -0.0105 -0.2269
H 4.01069 3.76780 -0.46110 -0.0554 0.0133 -0.0309
H 1.71240 2.17576 1.77102 -0.3644 -0.2300 -0.0633
C 2.32868 -3.73453 2.32953 -0.0584 -0.3345 -1.0389
C 2.23335 -2.22113 2.22665 0.8754 -0.3630 0.9340
C 3.47383 -1.57456 2.81246 0.3896 1.0996 -0.3970
O 2.11895 -1.82113 0.85177 -0.3102 0.0476 -0.0599
H 3.12473 -4.08897 1.66053 0.1041 0.1630 0.0977
H 1.42955 -4.20874 1.92751 -0.0897 0.0041 0.3673
H 2.58700 -4.12157 3.31099 -0.2778 0.2063 0.1959
H 1.38370 -1.84380 2.79512 -0.2662 -0.0186 -0.4429
H 3.39494 -0.48548 2.70074 -0.1408 -0.0787 0.1289
H 4.36743 -1.82266 2.22768 -0.0334 -0.3646 0.1610
H 3.66155 -1.77103 3.86602 -0.1315 -0.2879 -0.0338
H 2.93083 -2.14765 0.43966 -0.1865 0.0433 -0.1405
C -3.88497 1.07369 -1.11785 -0.0951 0.1563 -0.7721
C -2.48394 1.45867 -0.59591 -0.3130 0.2545 -0.1276
C -2.56847 2.69806 0.28296 0.0482 -0.2716 1.6683
C -3.18109 2.39149 1.66977 0.4546 -0.0275 -0.9674
C -2.37191 1.29959 2.35076 0.2495 0.4144 0.2957
C -2.20746 0.03315 1.50582 -1.1883 -1.1829 0.9428
N -1.81334 0.38305 0.15490 1.1887 1.2532 0.0150
O -1.52641 -0.72293 -0.66097 -0.3253 -0.3576 -0.0002
C -1.13192 -0.84372 2.14477 0.5650 -0.6178 -0.8031
C -3.53607 -0.76988 1.56427 0.0291 0.3827 -0.1972
C -1.61314 1.81175 -1.80529 -0.0196 -0.8500 -0.6697
H -3.96205 0.01972 -1.39694 0.0639 -0.0210 0.0433
H -4.74545 1.30813 -0.49459 0.2656 -0.0209 0.3934
H -4.05796 1.62929 -2.04462 -0.0207 -0.0617 0.0305
H -1.55393 3.04202 0.51241 0.0322 0.1871 -0.4211
H -3.14868 3.50236 -0.16422 0.1558 -0.0720 -0.4363
H -3.17407 3.31715 2.24308 -0.1561 -0.1060 0.1885
H -4.21147 2.06703 1.51917 -0.1003 0.0682 0.2848
H -2.83858 1.08475 3.31489 -0.0691 -0.4849 -0.1343
H -1.36708 1.63026 2.64334 -0.0310 0.3489 -0.3469
H -0.12635 -0.46042 1.93759 -0.1118 0.4467 0.4964
H -1.07807 -1.84074 1.69140 -0.3908 0.0519 -0.0198
H -1.30400 -1.00910 3.20595 0.0677 0.3056 0.0779
H -3.77240 -1.02472 2.59673 0.0934 -0.1039 -0.0074
H -3.49036 -1.69474 0.98573 0.0365 -0.0246 0.0313
H -4.36257 -0.16918 1.18902 -0.0738 -0.0664 -0.0138
H -1.93133 2.74884 -2.25676 -0.1064 -0.0066 -0.0018
H -0.53726 1.88039 -1.62430 -0.0729 0.1824 0.5203
H -1.72264 1.00473 -2.54059 -0.0264 0.2679 -0.1447
H -2.35881 -1.17941 -0.87967 0.1032 0.0315 0.0961

---

Record 5
12
Properties=species:S:1:pos:R:3:forces:R:3 method="wB97M-V/def2-TZVPD" spin_multiplicity=1 charge=0 max_force_ha_per_bohr=0.0613 energy_ev=-7324.426 homo_energy_ev="-9.46 / -9.46" homo_lumo_gap_ev="9.469 / 9.471" relative_energy_ev=4.858 lumo_energy_ev="0.0 / 0.0"
C -0.84367 -1.39514 -1.09837 -0.7800 -1.0667 0.1623
C -0.83277 -1.22005 0.09768 0.3216 0.3627 -0.5866
C -0.37438 -0.39786 1.17263 0.9419 0.8512 0.6793
C 0.79166 0.45224 0.43947 -0.6757 -2.4082 1.9205
C 0.34001 0.93105 -0.82616 0.9148 2.9442 0.5761
O 0.98736 1.73086 0.78258 -0.4829 -0.1156 -1.9791
H -1.11500 -1.83985 -2.01103 0.0250 -0.1043 -0.6996
H 0.05407 -0.94909 2.01148 -0.1358 0.0523 -0.0094
H -1.15624 0.27961 1.53624 0.1882 -0.0818 -0.0354
H 1.68305 -0.19037 0.39011 -0.0155 0.0647 0.0655
H -0.59464 1.46852 -0.88388 -0.2640 -0.4143 -0.0756
H 1.06055 1.13006 -1.61076 -0.0375 -0.0843 -0.0182

---

Record 6
7
Properties=species:S:1:pos:R:3:forces:R:3 method="wB97M-V/def2-TZVPD" spin_multiplicity=3 charge=0 max_force_ha_per_bohr=0.1609 energy_ev=-9479.345 homo_energy_ev="-6.37 / -11.30" homo_lumo_gap_ev="7.500 / 10.594" relative_energy_ev=1.130 lumo_energy_ev="1.1 / -0.7"
C -1.65902 -0.05973 -0.14789 -4.4697 2.3164 -4.4783
N -0.39154 -0.28970 0.10628 2.0879 -7.0335 3.8217
N 0.70192 0.35751 -0.01610 2.9723 5.3399 -1.7220
F -2.68792 -0.88429 0.03738 1.4342 -0.4307 0.9771
F -2.05771 1.19936 0.02555 -0.0647 0.5513 1.0829
H -0.03008 -1.23617 0.39816 -1.9576 0.8883 -0.1280
H 0.52695 1.35972 -0.34900 -0.0023 -1.6317 0.4465